21
Properties=species:S:1:pos:R:3:forces:R:3 method="wB97M-V/def2-TZVPD" relative_energy_ev=1.995 gap_ev="8.3 / 7.1" homo_energy_ha="-0.3143 / -0.3143" spin_multiplicity=2
O 2.0034 0.4318 0.5217 -0.8 -1.0 0.2
C 2.9014 1.4382 0.1556 1.7 1.4 -2.2
O 3.8949 1.1371 -0.5088 -0.6 -0.3 0.9
O 2.4614 2.5730 0.4608 -0.9 -0.6 0.9
C 2.2602 -0.9247 0.1606 0.4 -0.2 1.1
H 3.1697 -1.0268 -0.4473 -0.4 0.5 0.0
H 2.5010 -1.4276 1.1075 -0.2 -0.1 -0.2
C 1.0893 -1.5929 -0.5170 -3.6 0.2 0.1
H 0.9564 -2.6214 -0.1589 0.3 0.1 -0.1
H 1.2464 -1.6437 -1.6022 -0.4 0.2 0.2
O -2.0325 -0.0548 1.1543 0.5 -1.2 0.8
C -1.8578 1.2415 0.8499 1.4 -1.2 -2.7
C -2.4505 -0.7188 -0.0050 -0.9 0.9 0.6
O -0.8440 1.8463 1.1166 -3.9 0.6 0.9
O -2.6771 1.5469 -0.1442 -0.3 1.0 -0.1
C -3.2133 0.3474 -0.7472 0.2 -0.3 -0.2
Li 0.7317 1.6661 1.2091 3.4 0.3 -0.1
H -0.1433 -1.1576 -0.2873 4.0 -0.8 -0.7
H -4.3004 0.3309 -0.5954 0.2 0.0 0.0
H -2.9896 0.3783 -1.8232 -0.1 0.1 0.3
H -2.7073 -1.7692 0.1007 0.1 0.3 0.1

---

100
Properties=species:S:1:pos:R:3:forces:R:3 method="wB97M-V/def2-TZVPD" total_charge=+4 relative_energy_ev=0.000 gap_ev="3.9 / 3.9" homo_energy_ha="-0.6414 / -0.6414" spin_multiplicity=1
Pt 0.8213 -0.4601 1.8894 0.8 -0.7 0.1
C -2.6123 -0.7496 2.2492 0.0 0.0 -0.1
C -1.9199 -0.0553 3.3774 0.0 0.0 0.1
C -2.6380 0.5308 4.4160 0.0 0.0 0.0
C -1.9626 1.1545 5.4440 0.0 0.0 0.0
C -0.5720 1.1640 5.4342 0.1 0.0 0.0
C 0.1069 0.5497 4.3986 0.0 -0.1 0.1
N -0.5809 -0.0406 3.3900 -0.3 0.1 -0.6
Sb 2.2878 0.3153 4.6573 -0.3 0.4 -0.3
C 2.0209 -1.7575 4.2034 0.2 -0.1 0.3
C 2.4579 -2.7645 5.0423 0.0 0.1 0.0
C 2.2132 -4.0844 4.6904 0.0 0.0 0.0
C 1.5406 -4.3420 3.5128 0.0 0.0 0.0
C 1.1200 -3.2988 2.6971 0.0 -0.1 0.0
C 0.3642 -3.5931 1.4383 0.0 0.0 -0.1
N 1.3710 -2.0260 3.0566 -0.1 0.2 0.2
C 3.2509 0.5715 2.6949 0.1 -0.2 0.0
C 4.4558 1.2466 2.6844 -0.1 0.0 0.1
C 5.2489 1.2115 1.5411 0.0 0.0 0.0
C 4.8389 0.4564 0.4634 0.0 0.0 0.0
C 3.6195 -0.2158 0.5102 0.2 0.0 0.0
C 3.2050 -1.1241 -0.6033 -0.1 0.0 -0.1
N 2.8445 -0.1138 1.5955 -0.2 -0.1 -0.3
H -3.5674 -0.2726 2.0320 0.0 0.0 0.0
H -1.9845 -0.7362 1.3562 0.0 0.0 0.0
H -2.8161 -1.7885 2.5190 0.0 0.0 0.0
H -3.7188 0.4889 4.4073 0.0 0.0 0.0
H -2.5072 1.6214 6.2544 0.0 0.0 0.0
H -0.0233 1.6341 6.2403 0.0 0.0 0.0
H 2.9801 -2.5252 5.9588 0.0 0.0 0.0
H 2.5417 -4.8957 5.3263 0.0 0.0 0.0
H 1.3306 -5.3581 3.2077 0.0 0.0 0.0
H 0.8042 -4.4558 0.9378 0.0 0.0 0.0
H -0.6711 -3.8452 1.6788 0.0 0.0 0.0
H 0.3700 -2.7378 0.7620 0.0 0.0 0.0
H 4.7882 1.7819 3.5648 0.0 0.0 0.0
H 6.1924 1.7410 1.5134 0.0 0.0 0.0
H 5.4632 0.3582 -0.4145 0.0 0.0 0.0
H 3.1828 -0.5880 -1.5544 0.0 0.0 0.0
H 3.9351 -1.9305 -0.6947 0.0 0.0 0.0
H 2.2240 -1.5561 -0.4123 0.0 0.0 0.0
C -1.6467 3.3940 2.0395 -0.1 0.0 0.0
N -0.4641 4.2279 2.1546 0.1 0.0 -0.1
C -0.6901 5.6490 2.4107 0.0 0.0 0.0
C 0.7471 3.6379 2.2937 -0.1 0.1 0.2
C 1.9352 4.5278 2.5544 0.0 0.0 -0.1
O 0.8776 2.4104 2.2281 0.0 0.1 -0.1
H -2.1525 3.2786 3.0021 0.0 0.0 0.0
H -1.3573 2.4064 1.6797 0.0 0.0 0.0
H -2.3575 3.8595 1.3515 0.0 0.0 0.0
H -1.6066 5.9547 1.9089 0.0 0.0 0.0
H 0.1257 6.2528 2.0238 0.0 0.0 0.0
H -0.8055 5.8528 3.4770 0.0 0.0 0.0
H 1.8111 5.0881 3.4822 0.0 0.0 0.0
H 2.0798 5.2569 1.7560 0.0 0.0 0.0
H 2.8201 3.9026 2.6265 0.0 0.0 0.0
C -4.0814 2.1585 -4.7436 0.0 0.0 0.0
C -3.0489 1.5614 -5.4577 -0.1 0.0 0.0
C -2.2859 0.5583 -4.8805 0.1 -0.1 0.1
C -2.6156 0.1598 -3.5811 -0.1 0.2 0.5
C -3.6449 0.7491 -2.8439 0.0 -0.1 -0.1
C -4.3783 1.7569 -3.4421 0.0 0.0 -0.1
Sb -1.6147 -1.5353 -2.9170 0.0 -0.2 -1.2
C 0.3170 -1.6621 -3.5275 0.2 0.0 0.2
C 0.9697 -0.5115 -4.0195 -0.2 -0.1 0.1
C 2.2612 -0.6286 -4.4801 0.2 -0.1 -0.1
C 2.9159 -1.8622 -4.4163 -0.1 0.0 0.0
C 2.2894 -2.9894 -3.8776 0.1 0.1 -0.1
C 0.9956 -2.8969 -3.4183 -0.2 0.1 0.0
C -2.6490 -3.3093 -3.0900 -0.1 0.0 0.5
C -3.8700 -3.4929 -2.4169 0.1 0.1 -0.2
C -4.6035 -4.6244 -2.6956 0.0 -0.1 -0.1
C -4.1210 -5.5581 -3.6174 0.0 0.0 0.0
C -2.9029 -5.3673 -4.2693 -0.1 -0.1 0.0
C -2.1325 -4.2545 -3.9971 0.0 0.1 0.2
H -4.6709 2.9367 -5.2104 0.0 0.0 0.0
H -2.8389 1.8661 -6.4744 0.0 0.0 0.0
H -1.5002 0.0833 -5.4546 0.0 0.0 0.0
H -3.8956 0.4179 -1.8448 0.0 0.0 0.0
H -5.1982 2.2158 -2.9064 0.0 0.0 0.0
H 0.4604 0.4429 -4.0695 0.0 0.0 0.1
H 2.7654 0.2292 -4.9034 0.0 0.0 0.0
H 3.9291 -1.9460 -4.7894 0.0 0.0 0.0
H 2.8146 -3.9340 -3.8344 0.0 0.0 0.0
H 0.5073 -3.7711 -3.0052 0.0 0.0 0.1
H -4.2521 -2.7605 -1.7181 0.0 0.0 0.0
H -5.5559 -4.7842 -2.2087 0.0 0.0 0.0
H -4.7052 -6.4437 -3.8330 0.0 0.0 0.0
H -2.5538 -6.0899 -4.9950 0.0 0.0 0.0
H -1.1972 -4.1065 -4.5182 0.0 0.0 0.0
N 1.7682 4.1145 -2.5270 -0.1 0.0 0.0
C 1.0498 3.3648 -1.6984 0.0 0.2 0.1
N -0.0319 3.8825 -1.1113 0.0 0.0 -0.1
N 1.4678 2.1104 -1.5028 0.0 -0.3 0.1
C 0.8617 1.3025 -0.7024 0.1 0.1 -0.3
N 0.3938 0.4442 -0.0589 -0.4 0.3 0.6
H 1.5440 5.0747 -2.7289 0.0 0.0 0.0
H 2.6000 3.7222 -2.9355 0.0 0.0 0.0
H -0.3226 4.8317 -1.2783 0.0 0.0 0.0
H -0.5614 3.3346 -0.4539 0.0 0.0 0.1

---

184
Properties=species:S:1:pos:R:3:forces:R:3 method="wB97M-V/def2-TZVPD" total_charge=-1 gap_ev=9.1 homo_energy_ha=-0.2598 spin_multiplicity=1
Cl -1.2612 -0.4553 -0.1000 1.2 0.7 -0.2
O -1.4015 -1.0085 1.2172 -0.3 -0.5 -0.4
O -2.3342 0.4621 -0.3954 0.0 -0.2 0.0
O 0.0162 0.2945 -0.1177 -0.6 -0.3 -0.1
O -1.1733 -1.4628 -1.1548 -0.2 0.3 1.0
C 3.1015 0.6915 -2.1544 -0.2 0.0 1.1
C 2.4622 -0.6924 -1.9941 -0.3 0.1 -1.4
O 1.0995 -0.6751 -2.5097 1.2 0.2 0.7
H 2.5941 1.4626 -1.5139 0.2 -0.7 -0.6
H 3.0083 0.9417 -3.1903 -0.1 0.5 -0.6
H 4.1677 0.7510 -1.8963 -0.2 -0.4 0.0
H 2.4633 -1.0691 -1.0008 -0.1 0.0 1.2
H 2.9650 -1.4705 -2.5669 0.3 0.2 -0.3
H 0.6447 -0.2569 -1.7611 -0.5 0.0 -0.3
C -5.0247 3.2121 0.9123 1.9 -1.8 -0.3
C -4.2733 4.2277 0.0985 1.7 0.3 0.8
O -3.5063 5.0786 0.9862 1.0 1.7 -1.1
H -5.3004 2.4746 0.1296 -0.7 0.3 0.9
H -5.8008 3.6072 1.5506 -0.5 0.1 -0.2
H -4.3081 2.6420 1.5657 -0.5 0.6 -0.4
H -5.0234 4.8179 -0.4240 0.4 0.0 -0.7
H -3.4109 3.7788 -0.4849 -1.9 -0.1 -0.3
H -2.8939 5.6085 0.3722 -1.4 -1.1 1.6
C 2.2157 -5.2447 1.1413 -0.9 0.0 -0.4
C 1.9561 -3.7235 0.9250 -0.1 -0.6 0.2
O 1.2248 -3.1492 2.0068 0.0 -0.3 0.4
H 3.2555 -5.4809 0.9704 0.2 -0.2 -0.8
H 1.4861 -5.8814 0.5400 1.2 0.8 0.6
H 2.1243 -5.5584 2.1817 -0.5 0.4 0.2
H 1.4162 -3.5585 -0.0313 0.5 0.0 0.4
H 2.8460 -3.1045 0.9932 0.5 -0.4 -0.7
H 0.3118 -3.3698 1.9126 -1.1 -0.1 0.0
C -2.3960 -5.0288 -1.7380 0.8 -1.4 -1.6
C -2.8982 -4.1151 -0.7202 0.3 1.6 1.9
O -3.4530 -2.9366 -1.3247 -0.8 -1.1 0.5
H -1.5135 -4.6235 -2.2369 -0.1 0.1 -0.1
H -3.1857 -5.1851 -2.4707 -0.1 0.1 -0.3
H -2.1249 -6.0513 -1.4422 0.0 0.3 0.6
H -2.1164 -3.7960 0.0411 -0.6 -0.3 -0.9
H -3.6811 -4.5471 -0.1273 -0.6 -0.3 0.3
H -2.7237 -2.3577 -1.4943 0.8 0.7 -0.3
C -0.0329 3.7268 -3.6318 0.5 0.6 -1.6
C -0.4784 3.5664 -2.1993 0.0 0.5 0.2
O -1.6172 2.7377 -2.0605 -0.5 -0.9 0.0
H 0.9703 4.1767 -3.8887 -0.8 -0.1 1.1
H -0.7261 4.2521 -4.3051 -0.2 0.0 0.5
H 0.0593 2.7614 -4.0656 0.0 -1.2 -0.3
H -0.7057 4.5446 -1.7641 -0.1 0.0 0.0
H 0.3510 3.1909 -1.6458 0.7 -0.5 0.6
H -1.5437 1.8908 -1.5348 0.5 1.5 -0.6
O 0.3881 -3.5101 -2.8337 0.0 -1.2 -0.6
H 0.4314 -2.6166 -2.4959 0.0 0.9 -0.3
H 0.1750 -3.4873 -3.7834 0.2 0.4 0.7
O 2.0204 -0.6689 2.0379 0.0 -0.3 0.4
H 1.3806 -0.2727 1.4418 -0.2 0.4 -0.3
H 1.6182 -1.5643 2.1792 0.4 0.5 -0.1
O 3.2249 0.4935 6.6321 -1.0 0.2 0.4
H 2.5070 -0.1121 6.3313 0.4 0.4 0.0
H 2.7539 1.1405 7.1974 0.4 -0.6 -0.5
O 6.9520 -1.8609 -0.3872 2.0 -2.5 0.3
H 6.5560 -1.3534 -1.0364 -1.3 1.7 -2.0
H 6.6733 -1.5201 0.4387 -0.7 0.9 1.7
O -5.3495 -2.3828 -3.3930 -0.6 0.3 -0.8
H -4.8932 -2.7175 -2.6178 0.5 0.3 0.4
H -5.2211 -1.4207 -3.4512 0.2 -0.3 0.3
C 4.9373 -1.2398 4.5647 0.7 0.8 0.6
C 5.9602 -1.4584 3.4534 -0.6 -2.1 0.6
C 6.0641 -3.0019 3.1319 -1.0 2.4 -0.4
O 6.5560 -3.7895 4.1595 0.7 1.2 0.6
C 6.1825 -5.0850 3.9650 -0.4 -2.1 -0.1
N 5.7075 -0.7950 2.1854 -1.6 -1.6 -1.0
H 3.9566 -1.6191 4.2943 -0.2 0.1 -0.2
H 4.8778 -0.1676 4.8692 -0.2 -0.8 -0.4
H 5.2722 -1.7767 5.4659 -0.1 0.1 -0.3
H 6.9385 -1.2029 3.8237 0.5 0.5 0.0
H 6.6461 -2.9980 2.2220 0.5 -0.8 -0.4
H 5.0449 -3.3221 2.9106 -0.3 -0.1 -0.3
H 5.1153 -5.2915 4.2123 0.3 0.3 -0.5
H 6.7363 -5.7456 4.6138 0.4 0.0 0.5
H 6.4415 -5.4495 2.9587 -0.4 0.2 -0.1
H 5.7207 0.1721 2.2915 0.5 2.2 0.3
H 4.7116 -0.9253 1.8574 1.2 -0.3 0.7
C -2.3029 -3.5011 -6.2850 1.0 -0.6 -0.6
C -1.8318 -2.2593 -7.0407 -0.4 0.4 -1.2
C -0.8321 -1.4423 -6.2970 1.1 0.1 1.4
O -0.3391 -0.3019 -7.0060 -1.1 -1.2 -0.5
C 0.0738 0.7483 -6.2058 1.4 1.1 0.3
N -1.2496 -2.5807 -8.3668 -0.3 -1.5 0.9
H -2.8334 -4.2040 -6.9518 0.0 0.6 0.2
H -2.9137 -3.3002 -5.4022 0.2 0.1 -0.1
H -1.3820 -4.0612 -6.0245 -0.4 0.1 0.4
H -2.6870 -1.5988 -7.1848 -0.2 0.0 -0.4
H 0.0327 -2.0831 -6.0356 -0.1 0.1 -0.1
H -1.2676 -1.1485 -5.3528 -0.1 0.4 0.5
H -0.7608 1.3790 -5.8084 0.6 -0.7 0.1
H 0.6780 1.3898 -6.8603 -0.4 0.2 -0.1
H 0.8524 0.4391 -5.4575 -1.1 0.1 0.0
H -1.0557 -1.7203 -8.8235 0.4 0.8 -0.4
H -0.3449 -3.0376 -8.1711 -0.5 0.3 -0.4
C -0.1929 3.6467 1.5772 1.0 0.5 0.8
C 0.9943 3.1658 2.5384 -0.9 2.0 -1.8
C 2.3681 3.8157 2.1188 -0.6 -1.4 0.7
O 3.3314 3.6263 3.1502 0.1 0.1 0.3
C 4.0472 2.3684 3.0889 0.6 2.0 -1.7
N 0.6971 3.7276 3.8584 1.1 -0.3 -0.6
H -1.1502 3.1080 1.7750 0.7 0.6 -0.1
H 0.0424 3.6195 0.5226 0.2 -0.8 -0.4
H -0.2701 4.7475 1.7295 -0.5 -0.7 0.4
H 1.0401 2.0912 2.5043 0.2 -0.7 0.1
H 2.1498 4.8676 1.9991 0.3 0.4 0.1
H 2.8477 3.4015 1.2353 -0.6 -0.1 -0.7
H 4.4757 2.2708 4.0682 0.2 -0.5 0.3
H 4.8424 2.4567 2.2737 -0.6 -0.1 1.1
H 3.4081 1.5744 2.7772 -0.6 -0.9 0.3
H -0.0563 3.1815 4.2487 0.2 0.1 0.6
H 1.6047 3.6257 4.3367 -1.0 -0.1 0.6
C -6.8507 -0.6397 0.0456 0.0 1.3 -1.4
C -6.6650 -1.6120 1.1653 1.0 0.5 -0.2
C -5.2227 -1.6095 1.6393 0.0 1.3 1.0
O -5.1621 -2.8376 2.3126 1.9 -0.3 1.3
C -4.0161 -2.9660 3.2065 0.0 0.8 -1.7
N -7.6051 -1.3088 2.2390 -0.5 -0.2 -0.4
H -6.1728 -0.7525 -0.8899 -1.2 -0.1 1.8
H -6.7712 0.4108 0.4197 0.6 -0.6 -0.1
H -7.9001 -0.6406 -0.2353 -0.2 -0.4 -0.6
H -6.7831 -2.6444 0.8614 -0.6 -0.2 -0.4
H -5.1482 -0.7478 2.3871 0.2 -0.8 -0.7
H -4.4194 -1.4626 0.8750 -0.7 -0.4 0.3
H -3.0309 -2.8562 2.6211 -1.3 -0.6 0.7
H -4.1992 -3.9503 3.6427 0.7 0.3 0.3
H -3.9768 -2.1228 3.9324 -0.4 -0.7 -0.1
H -7.3023 -1.6718 3.1228 0.2 -0.4 0.3
H -7.7363 -0.3171 2.3538 0.1 0.3 -0.1
C -4.9306 3.0940 -4.4326 -1.2 -1.8 0.3
C -4.6770 2.1170 -3.2944 -0.4 -0.7 -0.9
C -5.9371 1.9043 -2.4784 1.0 1.2 1.6
O -6.2904 3.1973 -1.8768 -1.6 -1.3 -1.3
C -7.7031 3.1535 -1.6310 0.4 -0.9 1.4
N -4.2292 0.8012 -3.7691 1.5 -0.9 -0.7
H -5.7735 2.6384 -4.9920 0.4 0.5 -0.2
H -4.1049 3.2756 -5.0772 0.8 0.0 -0.4
H -5.2561 3.9873 -3.9883 -0.5 1.4 0.3
H -3.9496 2.4821 -2.6242 1.0 0.7 0.7
H -5.7250 1.2391 -1.6124 -0.2 0.0 -0.8
H -6.7676 1.5557 -3.0703 -0.2 -0.4 -0.3
H -8.0773 4.1450 -1.6695 -0.2 1.1 0.5
H -7.8910 2.6714 -0.6032 0.0 0.7 -1.4
H -8.2996 2.6265 -2.3966 0.5 -0.2 0.2
H -3.2925 0.5930 -3.3721 -0.9 0.1 -0.1
H -4.0521 0.7405 -4.7951 -0.5 0.4 1.1
C -1.1208 -1.2966 6.2949 -1.0 1.3 -0.7
C -0.4379 -0.8098 5.0190 0.4 0.1 1.1
C -0.5496 0.7424 5.0465 0.4 -1.1 0.8
O -1.8711 1.1610 5.0299 -0.2 0.0 -0.2
C -2.4875 0.9045 3.7912 -0.9 1.1 -0.2
N 0.9859 -1.1424 5.0793 -0.8 -0.4 1.5
H -0.6660 -0.7608 7.1289 0.5 -0.7 0.3
H -1.2532 -2.3758 6.4063 0.1 0.3 0.1
H -2.0760 -0.7483 6.2347 -0.3 -0.9 0.2
H -0.9510 -1.1909 4.1150 0.2 0.1 0.2
H -0.0183 1.1023 4.1658 0.4 0.4 0.1
H -0.1948 1.1424 6.0280 0.5 -0.4 -0.9
H -3.0220 1.8317 3.6054 -0.6 -0.1 -0.3
H -3.1913 0.0656 3.8369 0.3 0.0 -0.1
H -1.7966 0.8184 2.9548 0.3 -0.4 0.1
H 1.1624 -2.1363 5.0743 -0.2 -0.2 0.0
H 1.4386 -0.7651 4.3098 1.2 0.8 -2.0
C 5.6941 4.2657 -0.3365 1.0 -1.0 -0.9
C 6.0824 2.7633 -0.5254 -0.6 0.1 0.1
C 6.7481 2.4441 -1.8384 1.0 0.1 -2.0
O 7.1472 1.0462 -1.7423 0.3 0.6 -1.3
C 8.3866 0.8377 -2.4604 -0.5 0.9 -0.1
N 6.9661 2.3010 0.5120 -0.3 1.1 1.4
H 4.9437 4.5344 -1.0471 -0.5 0.2 -0.8
H 6.5330 4.9728 -0.4714 -0.1 -0.5 0.0
H 5.2527 4.4657 0.6037 -0.3 -0.1 1.2
H 5.2004 2.0951 -0.4443 0.0 0.7 -0.3
H 7.7286 2.9717 -2.0015 -0.9 0.2 0.7
H 6.1791 2.7365 -2.8013 0.3 -1.0 1.4
H 8.8493 -0.0882 -2.0999 -0.4 0.0 -0.4
H 9.0895 1.6710 -2.1991 -0.4 -0.6 -0.3
H 8.1761 0.9005 -3.5702 0.5 -0.4 1.1
H 7.6347 3.0323 0.6708 0.6 0.0 0.3
H 7.4233 1.4549 0.2493 0.3 -0.5 -0.2

---

23
Properties=species:S:1:pos:R:3:forces:R:3 method="wB97M-V/def2-TZVPD" relative_energy_ev=5.122 gap_ev=9.3 homo_energy_ha=-0.3138 spin_multiplicity=1
C 1.5452 -0.7491 -0.4556 -0.2 0.6 -1.4
C 2.7209 -1.6402 -0.2232 0.3 0.0 -0.7
C 1.6205 0.6686 -0.0030 0.0 0.0 0.0
N 0.3496 -1.2835 -0.7842 -2.0 -0.4 0.8
O 0.6302 -0.6179 -2.0417 1.9 -0.3 1.2
H 0.3492 -2.2951 -0.9088 0.3 0.1 -0.2
H 2.4452 -2.4858 0.4127 -0.1 0.1 0.0
H 3.5685 -1.1174 0.2194 -0.1 0.0 0.0
H 3.0357 -2.0387 -1.1939 0.0 -0.1 0.1
H 2.4120 1.1909 -0.5474 0.0 -0.1 0.0
H 1.8911 0.6854 1.0568 0.0 0.0 0.0
H 0.6793 1.1843 -0.1588 0.0 0.0 0.1
C -1.6920 0.5778 2.2792 -0.1 0.0 0.1
C -2.0615 1.1962 -1.3898 0.0 0.1 -0.1
C -2.1161 0.6283 -0.0132 0.1 -0.1 0.2
N -1.6714 1.2431 0.9966 0.0 0.1 -0.2
H -2.5214 -0.3934 0.0706 0.0 0.1 0.1
H -2.1358 -0.4270 2.2489 0.0 0.0 0.0
H -2.2522 1.1894 2.9931 0.1 -0.1 0.0
H -0.6689 0.5010 2.6599 -0.1 0.0 0.0
H -3.0351 1.1077 -1.8800 0.1 0.0 0.0
H -1.7635 2.2441 -1.3589 0.0 0.0 0.0
H -1.3292 0.6311 -1.9787 -0.1 0.0 0.1

---

11
Properties=species:S:1:pos:R:3:forces:R:3 method="wB97M-V/def2-TZVPD" relative_energy_ev=2.572 gap_ev=11.8 homo_energy_ha=-0.4090 spin_multiplicity=1 smiles=FCC[C@H](F)Cl
F -1.2134 1.8244 0.4431 -1.1 -1.5 -2.1
C -1.3165 0.3465 0.2433 0.6 -0.3 0.2
C -0.1415 -0.2206 -0.6653 0.7 -1.0 -0.1
C 1.2220 -0.2556 0.0861 -1.3 0.7 1.3
F 0.8409 -0.3396 1.5303 1.6 -1.1 -2.5
Cl 2.3411 1.1352 0.1230 -0.6 -0.6 -0.6
H -0.9203 0.2691 1.2736 -1.3 -1.8 -0.7
H -2.3751 -0.2522 -0.0505 2.6 2.6 0.9
H 0.0406 0.0188 -1.7512 -0.5 0.8 1.2
H -0.1411 -1.3639 -0.8256 -1.5 1.4 0.7
H 1.6632 -1.1621 -0.4069 0.7 0.8 1.7